(1)
127
Properties=species:S:1:pos:R:3 method="wB97M-V/def2-TZVPD" e_tot_ha=-6242.15023 homo_lumo_gap_ev=7.149 relative_energy_kcal_mol=0.0
C 1.545 1.322 -5.161
N 0.323 1.571 -5.984
O 0.428 1.732 -7.183
O -0.727 1.605 -5.376
H 2.071 2.279 -5.213
H 2.213 0.701 -5.756
H 1.247 0.993 -4.174
C 5.227 1.044 -3.813
N 5.575 1.329 -2.393
O 6.622 1.888 -2.179
O 4.786 0.994 -1.524
H 4.412 1.690 -4.138
H 4.979 -0.008 -3.893
H 6.031 1.392 -4.455
C 4.585 2.953 1.102
N 4.786 4.393 1.547
O 5.537 5.105 0.909
O 4.304 4.698 2.619
H 3.497 2.940 1.161
H 5.025 2.438 1.949
H 5.006 2.917 0.108
C 7.174 -1.362 0.789
C 6.708 -0.657 2.069
O 5.615 -1.466 2.484
S 4.881 -2.272 1.250
O 3.582 -1.723 1.030
O 5.106 -3.701 1.418
O 5.967 -1.766 0.157
H 7.680 -2.305 1.010
H 7.760 -0.727 0.131
H 6.286 0.337 1.920
H 7.489 -0.661 2.825
C 2.056 -3.207 -2.861
C 1.983 -3.336 -1.341
O 1.563 -4.726 -1.150
S 0.674 -5.266 -2.349
O -0.719 -5.090 -2.062
O 1.147 -6.560 -2.728
O 1.094 -4.101 -3.421
H 3.071 -3.449 -3.189
H 1.876 -2.207 -3.252
H 1.124 -2.876 -0.854
H 2.933 -3.159 -0.850
C -0.365 -6.766 1.472
C -1.875 -6.734 1.270
O -2.291 -5.472 1.793
S -1.063 -4.442 2.072
O -0.901 -4.218 3.471
O -1.125 -3.324 1.185
O 0.096 -5.422 1.558
H 0.210 -7.273 0.703
H -0.186 -7.211 2.455
H -2.369 -7.556 1.782
H -2.104 -6.808 0.205
C -4.179 -2.802 -1.481
C -5.662 -2.490 -1.162
O -5.831 -1.079 -1.290
S -4.451 -0.282 -1.425
O -4.228 0.597 -0.322
O -4.183 0.244 -2.743
O -3.527 -1.600 -1.130
H -4.063 -2.995 -2.552
H -3.732 -3.650 -0.968
H -5.933 -2.820 -0.159
H -6.347 -2.947 -1.874
C -5.114 -3.419 4.009
C -5.111 -2.086 4.720
O -4.144 -1.401 3.936
S -4.610 -1.497 2.383
O -3.445 -1.345 1.558
O -5.867 -0.853 2.080
O -4.943 -3.086 2.642
H -6.027 -3.967 4.234
H -4.232 -3.970 4.343
H -4.852 -2.138 5.772
H -6.060 -1.565 4.559
C -4.959 2.400 -4.667
C -5.800 2.818 -3.433
O -5.176 4.000 -2.974
S -3.592 3.960 -3.185
O -2.942 3.188 -2.192
O -3.171 5.317 -3.375
O -3.704 3.096 -4.524
H -5.307 2.912 -5.566
H -4.751 1.345 -4.802
H -5.762 2.085 -2.631
H -6.825 3.005 -3.739
N 1.150 1.287 3.293
C 1.821 0.132 3.051
C 3.095 0.236 3.579
C 3.097 1.507 4.236
C 1.944 2.183 3.981
H 0.204 1.511 3.011
H 1.314 -0.727 2.643
H 3.771 -0.597 3.555
H 3.853 1.952 4.869
H 1.540 3.086 4.403
N -0.977 0.776 -1.396
C 0.067 1.579 -1.682
C 1.185 1.097 -1.030
C 0.763 -0.074 -0.361
C -0.579 -0.309 -0.632
H -1.930 0.936 -1.670
H -0.132 2.398 -2.355
H 2.181 1.508 -1.042
H 1.323 -0.675 0.338
H -1.283 -1.023 -0.241
N -2.345 1.649 2.022
C -1.990 1.133 3.213
C -1.649 2.180 4.038
C -1.930 3.371 3.331
C -2.286 3.041 2.035
H -2.669 1.145 1.211
H -2.039 0.061 3.315
H -1.234 2.210 5.032
H -1.824 4.384 3.688
H -2.451 3.578 1.117
N 0.268 4.216 0.409
C 0.202 4.996 -0.727
C 0.743 6.219 -0.418
C 0.993 6.251 0.959
C 0.758 4.985 1.431
H 0.128 3.220 0.453
H -0.173 4.614 -1.661
H 0.874 7.008 -1.142
H 1.352 7.047 1.591
H 0.844 4.472 2.376

(2)
96
Properties=species:S:1:pos:R:3 method="wB97M-V/def2-TZVPD" e_tot_ha=-3681.08982 homo_lumo_gap_ev="2.848 / 2.483" s_squared=2.123 multiplicity=3 relative_energy_kcal_mol=61.5
W -0.298 -0.030 -0.759
C -1.636 -0.055 1.443
C -1.974 1.116 0.738
C -2.591 0.677 -0.483
Si -1.597 2.813 1.415
C -2.594 -0.741 -0.499
C -1.977 -1.209 0.712
Si -1.600 -2.921 1.349
H -1.103 -0.066 2.378
H -3.028 1.310 -1.237
H -3.031 -1.355 -1.268
Cl 0.325 -0.006 -3.184
C -1.321 -2.830 3.202
C -3.015 -4.111 1.007
C -1.313 2.675 3.264
C -3.010 4.012 1.102
H -3.897 -3.809 1.570
H -2.757 -5.123 1.319
H -3.300 -4.155 -0.042
H -0.470 -2.195 3.444
H -1.113 -3.821 3.608
H -2.194 -2.437 3.722
H -3.902 3.684 1.634
H -3.274 4.105 0.051
H -2.759 5.009 1.465
H -2.186 2.275 3.778
H -1.096 3.654 3.693
H -0.465 2.028 3.485
C 0.017 -3.489 0.545
C 0.019 3.398 0.621
P 0.183 -2.739 -1.117
H 0.146 -4.570 0.556
H 0.819 -3.053 1.142
P 0.182 2.685 -1.058
H 0.822 2.951 1.207
H 0.148 4.479 0.656
C 1.830 3.265 -1.745
C -1.104 3.624 -2.045
C -1.103 -3.655 -2.124
C 1.831 -3.306 -1.816
C 2.881 -2.209 -1.704
H 1.622 -3.471 -2.875
C 2.345 -4.602 -1.206
H 2.612 -4.462 -0.160
H 3.248 -4.918 -1.729
H 1.630 -5.417 -1.262
H 2.574 -1.310 -2.228
H 3.820 -2.551 -2.141
H 3.069 -1.941 -0.667
H -2.027 -3.410 -1.598
C -0.963 -5.169 -2.138
C -1.222 -3.103 -3.535
H -0.880 -5.595 -1.141
H -0.095 -5.481 -2.716
H -1.839 -5.615 -2.611
H -1.425 -2.037 -3.541
H -2.028 -3.614 -4.064
H -0.309 -3.257 -4.108
H -2.029 3.360 -1.532
C -1.214 3.109 -3.471
C -0.969 5.138 -2.017
H -0.895 5.536 -1.008
H -1.844 5.594 -2.482
H -0.099 5.468 -2.581
H -1.410 2.043 -3.505
H -0.300 3.284 -4.037
H -2.022 3.629 -3.989
C 2.877 2.164 -1.658
C 2.347 4.546 -1.106
H 1.621 3.453 -2.800
H 2.611 4.382 -0.063
H 1.635 5.365 -1.145
H 3.253 4.870 -1.621
H 3.064 1.871 -0.628
H 3.817 2.513 -2.087
H 2.568 1.277 -2.203
C 0.865 0.008 -6.686
H -0.124 0.008 -7.193
H 1.398 0.894 -7.095
H 1.404 -0.869 -7.105
O 4.194 1.833 3.631
S 3.540 0.449 3.750
O 4.613 -0.642 3.640
N 2.734 0.314 2.213
C 1.463 0.121 2.298
O 0.777 0.064 1.062
C 0.982 0.048 3.839
C -0.266 -0.120 4.585
C -0.321 -0.112 5.982
C 0.825 0.065 6.731
C 2.042 0.236 6.082
C 2.091 0.223 4.679
H -1.268 -0.260 4.238
H -1.277 -0.241 6.486
H 0.757 0.072 7.813
H 2.936 0.383 6.670

(3)
95
Properties=species:S:1:pos:R:3 method="wB97M-V/def2-TZVPD" e_tot_ha=-6136.67056 charge=+2 homo_lumo_gap_ev="5.031 / 4.995" s_squared=6.061 multiplicity=5 relative_energy_kcal_mol=0.0
N -6.908 5.332 -5.610
C -6.713 5.714 -4.341
C -5.919 4.996 -3.452
C -5.238 3.841 -3.887
C -5.493 3.418 -5.220
C -6.320 4.210 -6.036
C -4.294 3.147 -3.003
Cr 0.573 -0.283 0.242
P 5.005 -0.875 -0.037
C -3.378 2.240 -3.426
C -2.278 1.795 -2.642
C -1.118 1.301 -3.292
C 0.030 1.061 -2.565
C 0.026 1.346 -1.178
C -1.190 1.675 -0.477
C -2.338 1.915 -1.247
Br 2.028 1.927 -0.592
H -4.337 3.456 -1.949
H -3.389 1.900 -4.475
H -5.833 5.333 -2.413
H -5.083 2.483 -5.594
H -7.214 6.635 -4.021
H -6.523 3.925 -7.073
H -1.158 1.224 -4.381
H -3.268 2.248 -0.786
H 0.945 0.663 -2.997
H -1.242 1.668 0.619
P -0.356 -2.194 -0.465
C 5.429 0.918 0.120
C 6.716 1.319 -0.594
H 5.589 1.073 1.196
H 4.549 1.470 -0.236
H 6.857 2.400 -0.461
H 7.581 0.821 -0.133
H 6.711 1.100 -1.671
C 4.252 -0.960 -1.708
C 5.023 -1.949 -2.588
H 4.290 0.057 -2.128
H 3.204 -1.267 -1.574
H 4.617 -1.942 -3.603
H 6.088 -1.701 -2.661
H 4.952 -2.971 -2.198
C 3.716 -1.156 1.190
C 4.360 -1.761 2.454
H 3.004 -1.868 0.730
H 3.227 -0.192 1.421
H 3.632 -2.379 2.993
H 5.230 -2.385 2.201
H 4.711 -0.980 3.145
C -0.205 -3.700 0.530
C -1.421 -4.623 0.561
H 0.085 -3.364 1.538
H 0.668 -4.225 0.113
H -2.288 -4.145 1.035
H -1.710 -4.956 -0.444
H -1.164 -5.518 1.140
C 0.658 -2.493 -1.953
C -0.062 -2.362 -3.292
H 1.078 -3.500 -1.827
H 1.507 -1.791 -1.924
H -0.964 -2.986 -3.349
H -0.341 -1.320 -3.503
H 0.620 -2.687 -4.089
C -2.084 -1.960 -0.945
C -3.025 -1.441 0.150
H -2.379 -2.948 -1.325
H -2.048 -1.262 -1.795
H -3.366 -0.423 -0.088
H -3.926 -2.070 0.222
H -2.571 -1.397 1.153
C 1.061 3.204 3.979
C 1.654 2.211 3.017
O 1.322 0.841 3.386
P 0.362 -0.183 2.605
O -1.135 0.325 2.934
C -1.855 0.515 4.207
C -0.995 0.647 5.430
O 0.623 -1.544 3.454
C -0.400 -2.493 3.943
C 0.375 -3.662 4.499
H -0.027 3.084 4.043
H 1.276 4.202 3.576
H 1.532 3.112 4.965
H 1.303 2.427 1.996
H 2.754 2.266 3.002
H -2.437 1.427 4.066
H -2.538 -0.333 4.285
H -0.393 1.563 5.399
H -1.652 0.729 6.304
H -0.350 -0.226 5.598
H -0.988 -2.010 4.739
H -1.061 -2.785 3.114
H 1.023 -3.325 5.316
H -0.272 -4.443 4.904
H 1.002 -4.128 3.735

(4)
92
Properties=species:S:1:pos:R:3 method="wB97M-V/def2-TZVPD" e_tot_ha=-4984.54041 charge=+4 homo_lumo_gap_ev="6.515 / 3.891" s_squared=6.088 multiplicity=5 relative_energy_kcal_mol=36.9
N 2.813 5.784 0.326
C 3.029 4.904 1.312
C 2.712 3.546 1.178
C 2.203 3.078 -0.053
C 1.953 4.009 -1.082
C 2.294 5.360 -0.832
C 1.837 1.626 -0.171
Pt 0.091 1.060 -0.919
P -0.085 -2.216 -1.500
C 2.003 0.899 -1.470
C 2.653 -0.475 -1.503
C 3.068 -1.105 -2.741
C 3.054 -2.486 -2.791
C 2.543 -3.256 -1.687
C 2.904 -2.621 -0.412
C 2.839 -1.217 -0.345
Br 0.941 -3.755 0.540
H 2.054 1.038 0.728
H 2.277 1.558 -2.285
H 2.846 2.881 2.036
H 1.482 3.689 -2.024
H 3.463 5.246 2.262
H 2.143 6.122 -1.621
H 3.246 -0.473 -3.626
H 2.852 -0.706 0.630
H 3.424 -3.031 -3.680
H 3.454 -3.162 0.364
P -2.050 1.833 -0.853
C 0.664 -3.646 -2.425
C 0.695 -3.815 -3.928
H 0.525 -4.638 -1.934
H 2.581 -4.355 -1.678
H 1.355 -4.672 -4.187
H -0.300 -4.114 -4.325
H 1.076 -2.933 -4.460
C -0.097 -0.848 -2.753
C -0.700 -0.857 -4.144
H 0.934 -0.496 -2.850
H -0.707 -0.093 -2.141
H -0.896 0.200 -4.388
H -0.001 -1.258 -4.888
H -1.614 -1.455 -4.149
C -1.831 -2.832 -1.295
C -2.041 -4.348 -1.078
H -2.386 -2.491 -2.192
H -2.211 -2.254 -0.440
H -3.061 -4.631 -1.383
H -1.417 -4.964 -1.737
H -1.955 -4.648 -0.011
C -2.826 0.812 0.443
C -4.354 0.864 0.579
H -2.370 1.099 1.412
H -2.493 -0.230 0.274
H -4.690 1.866 0.896
H -4.872 0.603 -0.360
H -4.663 0.142 1.353
C -2.919 1.774 -2.468
C -2.310 2.502 -3.691
H -3.894 2.231 -2.219
H -3.065 0.705 -2.665
H -2.586 3.573 -3.694
H -1.208 2.448 -3.762
H -2.721 2.069 -4.623
C -2.284 3.604 -0.407
C -1.378 4.051 0.747
H -3.357 3.722 -0.163
H -2.073 4.193 -1.310
H -0.320 4.049 0.438
H -1.651 5.074 1.049
H -1.480 3.401 1.627
C 0.577 1.891 4.040
C 1.093 0.484 4.336
P 0.748 -0.749 3.003
C 1.714 -2.178 3.706
C 1.298 -2.782 5.044
C -1.039 -1.185 3.277
C -1.637 -1.007 4.673
H 0.883 2.242 3.045
H 0.997 2.591 4.773
H -0.517 1.964 4.117
H 2.192 0.505 4.418
H 0.695 0.105 5.288
H 1.676 -2.953 2.922
H 2.759 -1.831 3.754
H 0.320 -3.277 4.979
H 2.021 -3.560 5.323
H 1.294 -2.055 5.867
H -1.604 -0.582 2.548
H -1.148 -2.231 2.951
H -1.605 0.029 5.035
H -2.697 -1.293 4.645
H -1.161 -1.663 5.410